(1)
Computed, not measured: an isolated molecule of C2H2ClF3Si in a non-equilibrium geometry, with ωB97M-V with the def2-TZVPD basis set.

## Properties
**Electronic energy**: -1126.843841 a.u.

Atoms and positions in Å:
1 C 0.47 -0.11 0.11
2 C -1.00 0.23 0.17
3 F 1.70 -2.06 -1.64
4 F 2.79 -1.70 0.60
5 F 0.83 -3.09 0.36
6 Si 1.39 -1.72 -0.12
7 Cl -1.38 1.94 0.18
8 H 0.99 0.84 -0.27
9 H -1.67 -0.45 0.51



(2)
Computed, not measured: a structure of composition C10H30BaNO8 in a non-equilibrium geometry, with ωB97M-V with the def2-TZVPD basis set.

## Properties
**Total charge**: +2
**Spin multiplicity**: 2
**Electronic energy**: -1080.484919 a.u.
**<S²>**: 0.7572

Atoms and positions in Å:
1 Ba -0.59 0.55 0.28
2 N 0.33 -0.51 3.95
3 O 1.31 -1.02 4.55
4 O 0.44 -0.26 2.77
5 O -0.77 -0.30 4.46
6 C -0.05 -3.57 2.32
7 C 0.54 -3.02 1.07
8 O -0.50 -2.20 0.50
9 H -0.18 -2.83 3.11
10 H 0.56 -4.38 2.72
11 H -1.03 -4.03 2.18
12 H 0.90 -3.75 0.35
13 H 1.28 -2.24 1.28
14 H -1.16 -2.78 0.10
15 C 3.14 2.97 -1.46
16 C 2.28 3.03 -0.17
17 O 1.94 1.71 0.24
18 H 3.31 4.02 -1.69
19 H 2.66 2.37 -2.23
20 H 4.10 2.49 -1.24
21 H 1.34 3.55 -0.35
22 H 2.75 3.53 0.68
23 H 2.78 1.32 0.51
24 C 1.92 -2.27 -2.57
25 C 1.92 -0.98 -1.81
26 O 0.72 -0.36 -2.00
27 H 1.75 -2.10 -3.64
28 H 1.10 -2.93 -2.27
29 H 2.89 -2.76 -2.60
30 H 2.71 -0.26 -2.03
31 H 2.12 -1.08 -0.74
32 H 0.51 -0.27 -2.93
33 C -1.74 3.05 -3.54
34 C -0.58 2.60 -2.68
35 O -0.83 2.80 -1.35
36 H -2.71 2.56 -3.40
37 H -1.48 2.84 -4.58
38 H -1.87 4.13 -3.49
39 H 0.37 3.01 -3.05
40 H -0.50 1.53 -2.84
41 H -0.78 3.75 -1.20
42 C -3.65 -1.77 2.48
43 C -3.67 -0.23 2.51
44 O -2.40 0.28 2.29
45 H -4.61 -2.13 2.83
46 H -2.77 -2.15 3.01
47 H -3.51 -2.11 1.46
48 H -4.13 0.03 3.47
49 H -4.31 0.16 1.72
50 H -1.85 0.04 3.04



(3)
Computed, not measured: the ion C7H14NO3 with charge +1 in a non-equilibrium geometry, with ωB97M-V with the def2-TZVPD basis set.

## Properties
**Total charge**: +1
**Electronic energy**: -555.288920 a.u.

Atoms and positions in Å:
1 C -0.50 -0.88 0.02
2 C -0.43 1.62 -0.56
3 C 1.12 1.18 -0.41
4 C 0.68 -1.10 -0.99
5 C -1.48 0.57 0.11
6 C 0.89 -2.42 -1.58
7 C -1.86 0.89 1.57
8 N 1.44 -0.11 -1.12
9 O 0.00 -1.21 1.21
10 O 1.62 1.07 0.90
11 O -2.49 0.46 -0.84
12 H -1.34 -1.66 -0.14
13 H -0.67 2.63 -0.33
14 H -0.63 1.50 -1.59
15 H 1.78 1.94 -0.90
16 H 1.29 -2.93 -0.76
17 H 1.64 -2.59 -2.38
18 H -0.03 -2.90 -1.82
19 H -2.34 1.92 1.71
20 H -0.91 0.69 2.05
21 H -2.50 0.08 1.86
22 H 2.31 -0.12 -1.56
23 H 0.60 -0.55 1.56
24 H 1.41 1.86 1.49
25 H -3.20 -0.11 -0.61



(4)
Computed, not measured: a structure of composition C40H42FFeN6O3Sb2 in a non-equilibrium geometry, with ωB97M-V with the def2-TZVPD basis set.

## Properties
**Total charge**: +1
**Spin multiplicity**: 5
**Electronic energy**: -3947.670723 a.u.
**<S²>**: 6.0142

Atoms and positions in Å:
1 Fe -0.02 1.20 0.80
2 N -1.05 3.40 -2.88
3 C -0.24 2.80 -2.01
4 N -0.32 2.89 -0.72
5 C -1.34 3.67 -0.17
6 N -1.46 3.84 1.09
7 N -0.46 3.15 1.83
8 C -0.53 3.45 3.07
9 C 0.45 3.03 4.10
10 C 0.12 3.30 5.42
11 C 1.03 2.98 6.42
12 C 2.24 2.43 6.06
13 C 2.49 2.21 4.70
14 N 1.62 2.49 3.74
15 C -2.31 4.31 -1.07
16 C -3.41 5.03 -0.60
17 C -4.30 5.60 -1.49
18 C -4.10 5.45 -2.87
19 C -3.03 4.74 -3.35
20 C -2.14 4.17 -2.44
21 H -0.89 3.29 -3.87
22 H 0.54 2.18 -2.45
23 H -1.33 4.11 3.39
24 H -0.83 3.75 5.66
25 H 0.79 3.17 7.46
26 H 2.99 2.18 6.79
27 H 3.44 1.80 4.40
28 H -3.55 5.12 0.47
29 H -5.15 6.15 -1.12
30 H -4.80 5.90 -3.56
31 H -2.88 4.61 -4.42
32 C -3.84 -2.03 -5.10
33 C -3.69 -2.79 -3.78
34 C -3.35 -4.26 -3.96
35 C -2.00 -4.42 -4.65
36 C -0.95 -3.59 -3.95
37 C 0.38 -3.89 -4.09
38 C 1.35 -3.13 -3.43
39 F 2.64 -3.47 -3.61
40 C 1.03 -2.09 -2.62
41 C -0.32 -1.76 -2.46
42 C -0.70 -0.68 -1.56
43 O 0.20 0.04 -1.03
44 C -2.08 -0.45 -1.37
45 C -2.98 -1.18 -2.11
46 N -2.64 -2.15 -2.96
47 C -1.31 -2.50 -3.13
48 C -2.61 0.55 -0.38
49 O -3.65 1.13 -0.60
50 O -1.89 0.65 0.70
51 H -4.57 -2.52 -5.73
52 H -2.90 -1.98 -5.64
53 H -4.18 -1.01 -4.91
54 H -4.61 -2.70 -3.20
55 H -4.14 -4.74 -4.55
56 H -3.33 -4.75 -2.98
57 H -2.07 -4.12 -5.69
58 H -1.69 -5.46 -4.65
59 H 0.70 -4.72 -4.70
60 H 1.79 -1.52 -2.11
61 H -4.04 -0.96 -2.03
62 C 0.89 -1.74 4.54
63 Sb 0.02 -0.78 2.84
64 C -1.78 -1.90 2.85
65 C 1.07 -2.02 1.40
66 C 2.48 -2.48 1.67
67 C 2.76 -3.84 1.48
68 C 4.04 -4.35 1.57
69 C 5.09 -3.50 1.86
70 C 4.84 -2.16 2.08
71 C 3.55 -1.63 2.00
72 C 3.38 -0.17 2.35
73 Sb 2.64 1.18 0.84
74 C 3.94 2.81 1.21
75 C 3.66 0.34 -0.82
76 H 0.36 -1.47 5.46
77 H 1.94 -1.48 4.65
78 H 0.79 -2.81 4.37
79 H -1.54 -2.97 2.84
80 H -2.37 -1.63 1.98
81 H -2.35 -1.68 3.75
82 H 1.05 -1.49 0.45
83 H 0.43 -2.90 1.28
84 H 1.94 -4.50 1.23
85 H 4.21 -5.41 1.42
86 H 6.11 -3.88 1.93
87 H 5.66 -1.49 2.33
88 H 4.34 0.23 2.66
89 H 2.70 -0.05 3.19
90 H 4.95 2.42 1.35
91 H 3.63 3.35 2.10
92 H 3.93 3.48 0.36
93 H 3.25 0.72 -1.76
94 H 3.55 -0.74 -0.79
95 H 4.72 0.59 -0.77